Below is 13 unconnected molecules or ions with the total composition C4H35N3O13 at a distorted geometry, with properties calculated with ωB97M-V/def2-TZVPD.

Summary:
E_HOMO, eV: -8.95
Net charge: 0
F_max, eV/A: 5.84
Orbital gap, eV: 8.7

Last column: Mulliken charge in e.
CARTESIAN COORDINATES (ANGSTROEM)
O (-0.098, 2.053, 0.051)  -0.660
C (0.077, 2.017, -1.154)  -0.012
N (-0.748, 1.379, -1.934)  -0.105
C (-0.660, 1.059, -3.334)  -0.926
C (1.487, 2.268, -1.582)  -0.202
N (2.399, 2.884, -0.569)  -0.418
C (3.488, 1.921, -0.198)  -0.343
N (3.122, 1.050, 0.905)  -0.353
H (-1.757, 1.234, -1.565)  0.430
H (-0.244, 1.776, -4.155)  0.273
H (-1.509, 0.629, -3.877)  0.375
H (0.094, 0.246, -3.367)  0.352
H (1.406, 3.056, -2.452)  0.228
H (1.787, 1.235, -1.895)  0.279
H (1.823, 3.084, 0.228)  0.300
H (3.894, 1.520, -1.257)  0.314
H (4.176, 2.767, 0.384)  0.295
H (2.207, 0.615, 0.830)  0.117
H (3.660, 0.195, 0.865)  0.259
H (-2.401, 0.802, 2.023)  0.424
H (-1.285, 1.617, 1.049)  0.623
O (-1.995, 1.658, 1.741)  -0.874
H (1.021, -0.320, -1.382)  0.159
H (1.230, -1.368, -0.129)  0.223
O (1.713, -0.813, -0.866)  -0.618
H (-2.154, -1.664, -3.793)  0.361
H (-2.727, -1.987, -2.581)  0.231
O (-2.952, -1.453, -3.255)  -0.632
H (-0.749, -1.311, -0.124)  0.132
H (-1.331, -0.622, -1.257)  0.114
O (-0.914, -1.412, -1.014)  -0.197
H (-0.153, -4.138, 2.470)  0.254
H (-1.303, -3.300, 1.519)  0.310
O (-0.393, -3.438, 1.773)  -0.581
H (3.548, -2.999, -0.543)  0.334
H (3.973, -1.938, 0.458)  0.348
O (4.355, -2.685, 0.042)  -0.666
H (-4.358, 1.313, -0.530)  0.221
H (-3.395, 1.774, 0.469)  0.315
O (-3.497, 1.229, -0.274)  -0.549
H (-1.689, -4.069, -1.565)  0.296
H (-0.538, -3.623, -0.732)  0.333
O (-1.061, -4.439, -1.003)  -0.631
H (-0.673, 1.840, 2.554)  0.530
H (0.776, 2.031, 2.237)  0.325
O (0.207, 1.983, 2.997)  -0.839
H (1.044, -1.661, 1.967)  0.257
H (0.601, -0.213, 1.782)  0.290
O (1.223, -0.874, 1.555)  -0.558
H (-3.962, -0.868, 0.716)  0.403
H (-2.581, -0.570, 0.817)  0.095
O (-3.167, -1.106, 1.316)  -0.616
H (-1.247, 0.160, 4.093)  0.290
H (0.430, 0.109, 3.717)  0.409
O (-0.592, -0.220, 3.415)  -0.718